# C51H41N2O4PtS5

A structure of composition C51H41N2O4PtS5 (wB97M-V/def2-TZVPD, OMol25).

Positions of all 104 atoms, in Å:
Pt: 0.7646 -0.9138 -0.1287
O: 1.8466 -1.7516 1.3675
C: 2.0223 -1.1613 2.6120
C: 1.3670 0.2492 2.6953
C: -0.1130 0.1818 2.5193
C: -0.9735 0.5102 3.5582
C: -2.3278 0.2866 3.4222
C: -2.7964 -0.2875 2.2552
C: -1.9093 -0.5759 1.2300
C: -2.3899 -1.2090 -0.0362
C: -1.6748 -2.5581 -0.3782
O: -0.3246 -2.5690 -0.0166
C: -1.8464 -2.8636 -1.8688
C: -2.9946 -2.5274 -2.5803
C: -3.0929 -2.7966 -3.9383
C: -2.0417 -3.4095 -4.6051
C: -0.9007 -3.7610 -3.8983
C: -0.8073 -3.4959 -2.5402
C: -2.3457 -3.6354 0.4903
C: -1.9468 -3.7536 1.8203
C: -2.5727 -4.6504 2.6719
C: -3.6063 -5.4528 2.2057
C: -4.0016 -5.3494 0.8811
C: -3.3746 -4.4480 0.0287
N: -0.5995 -0.2957 1.3626
C: 3.5329 -0.9481 2.8385
C: 4.1651 -1.1397 4.0614
C: 5.5261 -0.8926 4.2052
C: 6.2746 -0.4549 3.1254
C: 5.6517 -0.2712 1.8969
C: 4.2958 -0.5168 1.7535
C: 1.4324 -2.0975 3.6820
C: 1.2189 -3.4335 3.3581
C: 0.7047 -4.3188 4.2957
C: 0.3815 -3.8829 5.5728
C: 0.5847 -2.5515 5.9065
C: 1.1091 -1.6720 4.9695
H: 1.8150 0.8621 1.9177
H: 1.5954 0.7100 3.6558
H: -0.5598 0.9106 4.4726
H: -3.0092 0.5284 4.2280
H: -3.8420 -0.5283 2.1255
H: -2.2576 -0.5103 -0.8598
H: -3.4606 -1.3884 0.0598
H: -3.8214 -2.0318 -2.0852
H: -3.9878 -2.5122 -4.4786
H: -2.1078 -3.6019 -5.6687
H: -0.0671 -4.2271 -4.4094
H: 0.0944 -3.7325 -1.9928
H: -1.1214 -3.1522 2.1764
H: -2.2407 -4.7251 3.7005
H: -4.0930 -6.1587 2.8677
H: -4.7964 -5.9796 0.5004
H: -3.6856 -4.3898 -1.0065
H: 3.6076 -1.5041 4.9132
H: 5.9995 -1.0556 5.1662
H: 7.3356 -0.2663 3.2355
H: 6.2260 0.0625 1.0412
H: 3.8150 -0.3872 0.7925
H: 1.4401 -3.7543 2.3491
H: 0.5412 -5.3530 4.0172
H: -0.0269 -4.5725 6.3016
H: 0.3356 -2.1944 6.8986
H: 1.2677 -0.6396 5.2569
S: 3.0453 0.6182 -6.7751
C: 2.4600 0.1834 -5.2946
S: 0.9954 0.7938 -4.6271
C: 1.0126 -0.1295 -3.1488
C: 2.0721 -0.9265 -2.9601
S: 2.3285 -1.8853 -1.5206
S: 3.2762 -0.8952 -4.2228
S: -0.2799 0.0733 -1.9944
C: -4.0391 6.6217 -1.5972
C: -2.9816 5.8100 -2.3006
C: -3.1719 5.4446 -3.6282
C: -2.2226 4.6803 -4.2903
C: -1.0761 4.2723 -3.6356
C: -0.8597 4.6477 -2.3089
N: 0.2614 4.2183 -1.5820
C: 1.4341 3.7247 -2.1411
C: 2.0000 4.3201 -3.2767
C: 3.1674 3.8300 -3.8269
C: 3.8180 2.7402 -3.2565
C: 3.2780 2.1575 -2.1273
C: 2.1012 2.6366 -1.5505
C: 1.5064 1.8974 -0.3928
O: 2.0153 0.7095 -0.2135
O: 0.6439 2.3902 0.3337
C: -1.8146 5.4247 -1.6349
C: -1.5651 5.8023 -0.2000
H: -4.8996 6.7719 -2.2485
H: -3.6648 7.6063 -1.3063
H: -4.3862 6.1278 -0.6872
H: -4.0772 5.7503 -4.1399
H: -2.3873 4.3782 -5.3172
H: -0.3566 3.6394 -4.1358
H: 0.0720 3.7957 -0.6766
H: 1.5056 5.1728 -3.7227
H: 3.5719 4.2966 -4.7167
H: 4.7181 2.3401 -3.7043
H: 3.7444 1.2915 -1.6763
H: -0.5044 5.9959 -0.0382
H: -1.8471 4.9938 0.4824
H: -2.1278 6.6879 0.0895

Its total charge is -1. The LUMO energy is 2.18 eV. The calculation puts the total energy at -122151.39208 eV. The value obtained for the HOMO energy is -4.550 eV. The maximum force comes out at 0.0037 hartree/bohr. The HOMO-LUMO gap is 6.73 eV.